Computed, not measured: a 2-piece molecular cluster, C6H14N2O2 overall, with wB97M-V/def2-TZVPD.

Properties
charge: 0
ΔE to the lowest compared entry with this formula, charge and spin: 1.683 eV
SMILES string: CNC(C)=O.CNC(C)=O
gap between HOMO and LUMO: 10.404 eV
multiplicity: 1

Each line ends with the Mulliken charge.
Positions of all 24 atoms, in Å:
C: -1.768 -1.952 0.140  -0.89
N: -0.981 -1.072 0.972  -0.07
C: -0.133 -1.480 2.008  0.70
C: 0.327 -0.402 2.938  -1.02
O: -0.069 -2.669 2.218  -0.60
H: -2.206 -2.856 0.564  0.34
H: -2.672 -1.312 -0.133  0.30
H: -1.194 -2.311 -0.755  0.30
H: -0.877 -0.195 0.467  0.07
H: 1.398 -0.290 2.852  0.29
H: -0.138 0.585 2.812  0.29
H: -0.050 -0.606 3.955  0.30
C: 1.754 0.026 -2.076  -0.88
N: 0.437 0.553 -1.677  -0.21
C: 0.388 1.925 -1.505  0.72
C: -0.898 2.462 -0.966  -1.01
O: 1.217 2.670 -1.979  -0.60
H: 2.464 0.328 -1.241  0.28
H: 1.835 -1.042 -2.156  0.33
H: 2.194 0.563 -2.923  0.30
H: -0.016 0.018 -0.941  0.17
H: -1.496 1.785 -0.358  0.31
H: -0.844 3.483 -0.623  0.30
H: -1.597 2.578 -1.821  0.26